Computed, not measured: a 11-piece molecular cluster, C11H44N20O11 overall in a non-equilibrium geometry, with ωB97M-V/def2-TZVPD.

Each line ends with the Löwdin charge.
Geometry (Å):
N (-3.922745, 0.698176, -0.370957)  0.173
C (-4.729941, 0.651328, 0.727115)  -0.628
N (-5.889702, 1.375368, 0.585762)  0.146
O (-4.398607, -0.035914, 1.719703)  -0.042
H (-3.019775, 0.324802, -0.478959)  0.059
H (-4.104056, 1.538917, -0.900894)  0.061
H (-6.211134, 1.441803, -0.393127)  0.116
H (-6.542411, 1.579144, 1.323987)  0.102
N (1.569426, 2.680663, 3.840652)  0.173
C (2.379830, 1.638643, 3.801847)  -0.714
N (1.884610, 0.469138, 4.308077)  0.168
O (3.555526, 1.660768, 3.453703)  -0.011
H (0.668705, 2.661784, 4.375435)  0.085
H (1.995440, 3.560777, 3.687564)  0.106
H (2.549148, -0.272481, 4.084352)  0.103
H (0.959528, 0.277454, 4.723075)  0.086
N (4.057411, 0.177391, 0.881198)  0.231
C (3.611945, 0.992119, 0.013834)  -0.810
N (3.058272, 2.116234, 0.370995)  0.199
O (3.676740, 0.760369, -1.190494)  -0.012
H (4.039734, 0.408425, 1.852272)  0.080
H (4.227343, -0.743635, 0.561495)  0.082
H (2.693731, 2.186297, 1.314387)  0.086
H (2.629729, 2.436089, -0.478759)  0.105
N (0.867136, -4.484497, 1.076528)  0.135
C (1.305746, -4.107638, 2.368985)  -0.738
N (2.448075, -3.460958, 2.357450)  0.168
O (0.691876, -4.314236, 3.369337)  0.038
H (-0.168113, -4.434559, 0.997710)  0.111
H (1.542327, -4.290688, 0.314830)  0.090
H (2.851009, -3.339888, 3.260600)  0.105
H (2.697984, -2.808666, 1.622402)  0.075
N (-3.761297, 3.830541, -1.082276)  0.148
C (-3.163183, 3.956972, -2.319113)  -0.690
N (-1.952606, 3.451408, -2.355764)  0.176
O (-3.736267, 4.397915, -3.335734)  -0.001
H (-3.271743, 3.919589, -0.215385)  0.101
H (-4.631783, 4.285912, -1.096242)  0.083
H (-1.649429, 3.620136, -3.304293)  0.117
H (-1.308161, 3.274348, -1.624567)  0.079
N (-1.171204, 2.264153, 2.296558)  0.177
C (-1.642977, 2.112315, 3.580035)  -0.732
N (-2.782789, 1.477576, 3.640906)  0.175
O (-1.144431, 2.662049, 4.525295)  0.014
H (-1.439018, 1.626375, 1.547663)  0.063
H (-0.225627, 2.538582, 2.175032)  0.061
H (-3.092462, 0.900123, 2.853182)  0.058
H (-3.282943, 1.475812, 4.546475)  0.140
N (4.648681, -2.356965, -2.020710)  0.180
C (4.460981, -3.358997, -1.090952)  -0.684
N (4.631242, -4.582754, -1.634155)  0.148
O (4.126862, -3.183520, 0.053949)  0.024
H (4.528370, -1.447776, -1.692461)  0.038
H (4.521075, -2.478905, -3.036222)  0.120
H (5.424615, -4.694503, -2.229263)  0.097
H (4.564148, -5.207455, -0.841445)  0.108
N (-0.106497, -1.796763, 5.034082)  0.117
C (-0.705358, -1.573670, 3.746921)  -0.628
N (-2.076509, -1.677357, 3.789033)  0.167
O (-0.035390, -1.318843, 2.770559)  0.017
H (-0.695802, -2.436053, 5.605910)  0.102
H (0.707061, -2.378253, 4.889361)  0.070
H (-2.726973, -1.724799, 3.027329)  0.090
H (-2.397605, -2.190636, 4.625375)  0.109
N (0.791556, 1.070497, -1.851146)  0.210
C (0.150480, 0.775505, -0.743193)  -0.693
N (0.706889, 0.061529, 0.239434)  0.207
O (-1.002874, 1.174893, -0.575040)  -0.046
H (1.792229, 0.952074, -2.003042)  0.082
H (0.380134, 1.518896, -2.603880)  0.081
H (1.514740, -0.432228, -0.038322)  0.083
H (0.122597, -0.159122, 1.063020)  0.087
N (0.948559, 0.100625, -5.768421)  0.154
C (1.001090, -0.676849, -4.593323)  -0.640
N (-0.246754, -1.008639, -4.139286)  0.142
O (2.111155, -0.942505, -4.092376)  -0.011
H (1.863214, 0.398407, -6.015601)  0.091
H (0.132338, -0.006094, -6.304538)  0.038
H (-0.245284, -1.737082, -3.391811)  0.128
H (-0.929007, -1.214253, -4.856950)  0.062
C (-2.918519, 0.152753, -6.246029)  -0.164
O (-1.858376, -0.636750, -6.714856)  -0.149
H (-3.747852, 0.337274, -6.953179)  0.091
H (-3.255527, -0.241523, -5.305192)  0.070
H (-2.577538, 1.187587, -6.006568)  0.096
H (-2.320993, -1.404121, -7.108860)  0.110

Force components x, y, z for each atom (eV/Å):
N -2.51 1.53 -0.45
C 1.55 -1.79 1.04
N 0.02 0.02 -1.42
O -0.85 1.08 -0.57
H 1.18 -0.54 0.57
H 0.49 -0.05 -0.38
H 0.10 0.23 1.23
H 0.28 -0.48 0.05
N -1.82 0.96 0.34
C 0.03 -1.77 1.89
N 0.17 -0.52 -0.17
O 0.64 0.35 -1.23
H 0.71 0.08 -0.76
H 0.32 0.74 -0.05
H -0.91 0.03 0.53
H 1.01 0.24 -0.65
N 1.31 -2.42 3.05
C -0.07 0.64 -2.70
N -0.81 2.20 1.15
O 0.09 -1.10 -2.14
H 0.02 0.05 0.73
H 0.49 -0.87 0.02
H -0.11 0.47 -0.41
H -0.66 1.06 0.52
N -0.22 0.32 0.86
C -1.11 -0.01 -3.15
N 2.36 1.20 -0.13
O -1.63 -1.05 2.15
H 1.52 -0.14 -0.48
H -1.31 -0.06 0.61
H 0.26 0.35 0.30
H 0.17 -0.62 0.14
N -0.70 -0.02 -0.46
C -1.86 0.67 -0.05
N 1.53 0.11 -2.57
O 0.48 -0.70 1.65
H 0.56 -0.09 0.12
H -1.18 0.64 0.30
H 0.97 -0.30 0.21
H 0.11 -0.42 0.75
N -0.07 -0.60 -0.92
C 0.20 0.68 -2.26
N -2.65 -1.60 0.78
O 1.48 1.02 2.28
H -0.23 0.19 0.25
H 0.76 0.31 0.35
H -0.36 0.27 0.67
H 0.67 -0.26 -1.20
N 0.24 -1.36 -0.46
C 0.13 1.89 -3.02
N -0.38 -1.44 1.00
O -0.36 0.54 1.43
H -0.41 1.89 0.39
H 0.03 -0.15 1.20
H 0.28 -0.18 -0.28
H 0.29 -0.72 -0.46
N -1.09 -0.99 -0.24
C -0.48 -0.88 0.51
N 0.14 -0.88 1.95
O -0.15 0.39 -0.20
H 0.36 1.00 -0.39
H 0.52 0.19 -0.35
H 0.41 0.32 -0.64
H 0.01 0.73 -0.98
N 3.28 -0.42 -0.58
C -1.75 0.16 1.11
N -0.04 0.02 0.29
O -1.69 0.71 0.13
H 0.03 -0.53 0.54
H -1.56 0.79 -1.07
H 0.89 -0.86 0.50
H 0.86 -0.22 -0.75
N 0.46 -1.11 3.09
C 2.15 0.65 -1.39
N -0.03 -1.77 1.60
O -2.25 0.32 -0.06
H 0.19 0.15 -0.97
H -0.62 0.36 -1.27
H 0.16 1.03 -0.93
H -0.01 0.31 -0.09
C -0.40 2.33 0.61
O -0.45 -1.02 -1.00
H 0.36 -0.63 0.13
H -0.67 -0.24 0.41
H 0.24 -0.79 -0.24
H 0.90 0.37 0.14

Values from the calculation:
HOMO-LUMO gap ... 9.7 eV
Structure (SMILES) ... NC(N)=O.NC(N)=O.NC(N)=O.NC(N)=O.NC(N)=O.NC(N)=O.NC(N)=O.NC(N)=O.NC(N)=O.NC(N)=O.CO

---

Computed, not measured: a 11-piece molecular cluster, C11H44O11 overall in a non-equilibrium geometry, with ωB97M-V/def2-TZVPD.

Each line ends with the Löwdin spin population.
Geometry (Å):
C (-22.352767, 3.289336, -21.861105)  0.048
O (-23.209833, 2.242203, -21.417359)  0.069
H (-21.545682, 2.847894, -22.445782)  0.002
H (-22.778410, 4.075238, -22.485029)  0.008
H (-21.949053, 3.860366, -21.025031)  0.005
H (-24.032146, 2.577718, -21.052902)  0.044
C (-24.558633, -1.144720, -15.145849)  0.013
O (-25.968873, -1.027053, -15.272597)  0.006
H (-24.299517, -1.763082, -14.286442)  0.001
H (-23.960659, -1.391144, -16.023238)  0.002
H (-24.164935, -0.145601, -14.959163)  0.004
H (-26.177264, -0.273864, -15.830173)  0.002
C (-20.982386, 3.200500, -18.469889)  0.018
O (-20.181502, 2.970693, -17.312419)  0.003
H (-20.693078, 2.645578, -19.362335)  0.002
H (-22.029273, 2.941503, -18.311637)  0.005
H (-20.993541, 4.274089, -18.658048)  0.006
H (-20.674445, 3.254373, -16.539027)  0.001
C (-21.270746, -0.505279, -19.866511)  0.008
O (-20.861564, -1.808051, -19.396729)  0.001
H (-22.104522, -0.199012, -19.234753)  0.002
H (-20.615154, 0.364788, -19.830736)  0.001
H (-21.597315, -0.720075, -20.884021)  0.002
H (-21.664638, -2.188366, -19.033370)  0.001
C (-29.842333, -0.546668, -20.517344)  0.011
O (-28.490229, -0.862255, -20.218959)  0.015
H (-30.244702, -1.168149, -21.317317)  0.000
H (-30.460693, -0.829734, -19.665521)  0.001
H (-30.019774, 0.473901, -20.856544)  0.003
H (-28.013631, -0.049213, -20.036165)  0.008
C (-23.248459, 3.552133, -15.640205)  0.071
O (-21.961316, 3.653758, -15.115439)  0.016
H (-23.693183, 2.575675, -15.448197)  0.007
H (-23.814370, 4.381018, -15.215020)  0.025
H (-23.248703, 3.827881, -16.694752)  0.025
H (-21.974594, 3.349565, -14.205015)  0.005
C (-28.380908, 3.156167, -15.090999)  0.075
O (-28.452241, 4.341941, -15.935038)  0.100
H (-27.699003, 2.416661, -15.510811)  0.007
H (-28.164284, 3.476990, -14.072056)  0.019
H (-29.375811, 2.710887, -15.088805)  0.008
H (-28.715004, 5.144447, -15.478380)  0.029
C (-28.939456, 3.310481, -19.335418)  0.093
O (-28.871785, 2.511345, -18.142282)  0.022
H (-28.352045, 2.829752, -20.117687)  0.024
H (-29.970782, 3.234981, -19.680023)  0.005
H (-28.667275, 4.365651, -19.310178)  0.024
H (-29.021246, 3.083359, -17.385939)  0.005
C (-25.001609, 1.031807, -18.036863)  0.041
O (-26.380860, 0.712713, -17.692235)  0.028
H (-24.498342, 0.066889, -18.098196)  0.002
H (-25.060583, 1.625451, -18.949122)  0.031
H (-24.443908, 1.703168, -17.383917)  0.008
H (-26.878037, 1.520115, -17.542170)  0.010
C (-27.743801, -2.612970, -17.621306)  0.003
O (-28.688530, -3.229489, -18.438614)  0.001
H (-27.004720, -2.047532, -18.188885)  0.001
H (-28.258712, -1.927793, -16.947876)  0.002
H (-27.325968, -3.499379, -17.144021)  0.000
H (-28.558151, -2.969000, -19.353346)  0.001
C (-25.233781, -2.376019, -20.818209)  0.008
O (-25.597831, -3.539929, -20.094918)  0.001
H (-26.000669, -2.069873, -21.529708)  0.003
H (-24.959074, -1.524139, -20.196155)  0.003
H (-24.288743, -2.526872, -21.339982)  0.001
H (-25.843246, -4.213344, -20.733584)  0.000

Force components x, y, z for each atom (eV/Å):
C 0.00 0.27 0.33
O 0.58 0.00 -0.59
H 0.00 -0.16 0.23
H -0.70 -0.29 -0.28
H 0.31 -0.22 0.24
H -0.19 0.40 0.09
C 0.03 1.57 0.27
O 0.45 -0.95 0.21
H -0.19 -0.18 -0.24
H -0.54 -0.88 -0.41
H 0.21 0.27 0.56
H 0.00 0.15 -0.54
C -0.55 0.62 0.71
O 0.29 -0.63 -0.95
H 0.61 0.01 0.32
H -0.13 -0.25 0.14
H 0.11 0.13 -0.51
H -0.29 0.07 0.29
C -1.40 -0.83 -0.11
O 0.85 0.66 0.39
H -0.33 0.21 -0.33
H 0.91 -0.80 0.13
H -0.21 0.87 -0.15
H 0.14 -0.13 0.05
C -0.45 -0.54 0.10
O -0.17 0.03 -0.67
H 0.50 -0.28 -0.31
H -0.10 0.52 0.26
H 0.21 0.17 0.41
H 0.10 0.09 0.24
C -0.95 1.12 -0.04
O 1.51 -0.23 0.11
H -0.20 0.10 -0.17
H -0.72 -0.34 0.28
H 0.28 -0.55 -0.13
H 0.05 0.02 -0.01
C -1.10 1.38 -0.01
O 0.52 -1.07 -0.57
H 0.28 0.44 0.13
H 0.43 -0.44 0.00
H -0.11 -0.25 0.13
H -0.04 -0.20 0.45
C -0.81 -0.96 -0.31
O 0.61 0.38 -0.50
H 0.32 -0.02 0.17
H -0.25 0.32 -0.20
H 0.25 -0.11 0.68
H 0.01 0.47 0.11
C -1.24 0.27 -0.26
O 1.20 -0.23 0.66
H 0.10 0.21 -0.38
H 0.44 -0.50 -0.59
H -0.35 -0.24 0.74
H -0.28 0.46 -0.29
C 0.21 -0.31 0.14
O -1.41 -0.51 -1.42
H 0.11 -0.13 0.15
H 0.26 -0.07 0.33
H 0.75 0.73 0.82
H 0.05 0.31 0.07
C 0.72 0.13 -0.54
O -0.01 0.34 0.32
H -0.06 0.10 0.07
H -0.69 -0.22 0.64
H 0.05 -0.31 -0.49
H -0.01 0.01 0.02

Values from the calculation:
Total charge ... -1
HOMO-LUMO gap (alpha / beta) ... 2.3 / 9.6 eV
<S²> ... 0.75
Multiplicity ... 2